A cluster of 3 separate species, C36H56Br2ClIN6O8P in total in a non-equilibrium geometry. Source: the Open Molecules 2025 dataset; level of theory: ωB97M-V with the def2-TZVPD basis set.

- highest occupied orbital energy (eV) = -11.08
- 2S+1 = 1
- total energy (hartree) = -8582.580631
- total charge = +1
- frontier orbital gap (hartree) = 0.28920

Element x y z (Å)
C: 6.829 0.371 0.492
C: 6.443 0.116 -0.964
O: 5.089 0.516 -1.135
C: 4.402 -0.207 -2.146
C: 3.937 -1.589 -1.648
C: 2.439 -1.582 -1.278
C: 2.136 -2.422 -0.015
C: 0.972 -1.826 0.806
C: 1.231 -1.137 2.151
I: 3.069 0.025 1.782
C: 0.002 -0.146 2.465
C: 0.180 1.188 1.675
C: -1.036 2.151 1.742
C: -1.407 2.775 0.366
C: -1.484 4.300 0.331
N: -2.700 4.887 0.914
C: -2.674 5.099 2.361
C: -3.864 4.389 0.365
C: -5.120 4.431 1.205
O: -3.889 3.938 -0.767
C: -1.412 -0.803 2.134
Br: -1.921 -0.528 0.243
C: -2.551 -0.434 3.189
C: -2.860 -1.608 4.124
Br: -4.325 -0.034 2.404
N: 0.064 0.303 3.847
C: 0.436 -0.526 4.949
C: 1.691 -1.329 4.613
N: 1.579 -2.132 3.342
N: 2.862 -2.781 3.101
C: 2.897 -4.131 2.538
C: 3.940 -2.647 4.115
C: 4.021 -3.578 5.307
O: 4.796 -1.842 3.927
P: 0.088 -3.254 3.760
O: 0.024 -4.168 2.427
Cl: 0.870 -4.572 5.140
H: 6.264 1.247 0.817
H: 7.890 0.586 0.598
H: 6.539 -0.469 1.124
H: 6.579 -0.933 -1.239
H: 7.066 0.749 -1.604
H: 3.537 0.395 -2.406
H: 5.026 -0.285 -3.043
H: 4.114 -2.316 -2.444
H: 4.549 -1.874 -0.790
H: 1.888 -1.994 -2.124
H: 2.136 -0.547 -1.114
H: 3.064 -2.570 0.527
H: 1.834 -3.416 -0.361
H: 0.622 -0.999 0.191
H: 0.134 -2.515 0.813
H: 0.974 1.716 2.187
H: 0.425 1.021 0.630
H: -1.942 1.683 2.127
H: -0.822 2.985 2.415
H: -2.342 2.336 0.027
H: -0.666 2.474 -0.380
H: -0.599 4.724 0.807
H: -1.445 4.606 -0.714
H: -2.935 4.196 2.924
H: -1.656 5.353 2.651
H: -3.317 5.920 2.666
H: -5.966 4.134 0.593
H: -5.044 3.770 2.070
H: -5.314 5.433 1.591
H: -1.382 -1.889 2.121
H: -2.354 0.479 3.733
H: -2.021 -1.855 4.766
H: -3.119 -2.464 3.495
H: -3.752 -1.375 4.699
H: -0.493 1.107 4.075
H: 0.785 0.129 5.754
H: -0.343 -1.140 5.418
H: 1.837 -2.005 5.451
H: 2.495 -0.606 4.499
H: 2.744 -4.941 3.251
H: 3.903 -4.258 2.130
H: 2.223 -4.264 1.705
H: 4.991 -3.438 5.774
H: 3.924 -4.629 5.035
H: 3.254 -3.361 6.049
H: -0.548 -4.935 2.599
C: -0.193 -1.867 -6.802
C: -0.236 -1.405 -5.493
C: 0.719 -0.509 -5.040
C: 1.704 -0.089 -5.916
C: 1.768 -0.540 -7.221
C: 0.809 -1.438 -7.663
N: 2.709 0.881 -5.448
O: 2.643 1.242 -4.286
O: 3.541 1.262 -6.241
H: -0.945 -2.561 -7.154
H: -1.020 -1.738 -4.825
H: 0.693 -0.139 -4.026
H: 2.549 -0.196 -7.883
H: 0.841 -1.799 -8.681
C: -5.425 2.962 -3.138
C: -5.160 1.643 -2.795
C: -5.531 0.610 -3.640
C: -6.168 0.921 -4.828
C: -6.451 2.226 -5.189
C: -6.075 3.250 -4.333
N: -6.544 -0.173 -5.738
O: -6.296 -1.311 -5.386
O: -7.075 0.122 -6.788
H: -5.124 3.749 -2.471
H: -4.656 1.424 -1.862
H: -5.328 -0.418 -3.382
H: -6.953 2.439 -6.121
H: -6.285 4.276 -4.602

---

A cluster of 2 separate species, C3H13N2O in total in a non-equilibrium geometry. Source: the Open Molecules 2025 dataset; level of theory: ωB97M-V with the def2-TZVPD basis set.

- highest occupied orbital energy (eV) = -13.99
- 2S+1 = 1
- total energy (hartree) = -306.591441
- energy above the lowest of the compared OMol25 structures with the same formula, charge and spin (eV) = 1.204
- total charge = +1
- frontier orbital gap (hartree) = 0.40053

Element x y z (Å)
C: -0.843 -0.792 1.033
C: -0.898 -0.886 -0.427
C: 0.365 -1.361 -1.216
N: 1.335 -0.275 -1.425
N: 0.368 0.109 1.376
H: -0.787 -1.780 1.513
H: -1.766 -0.200 1.514
H: -1.157 0.123 -0.818
H: -1.729 -1.497 -0.631
H: 0.924 -2.122 -0.646
H: -0.012 -1.913 -2.118
H: 0.940 0.409 -2.035
H: 2.136 -0.657 -1.917
H: 0.652 0.301 2.354
H: 1.066 -0.152 0.680
H: 0.105 0.983 0.890
H: -0.871 3.247 1.259
H: 0.153 3.475 -0.145
O: 0.022 2.987 0.758

---

A cluster of 2 separate species, C24H48BBrF2N3O9PS in total in a non-equilibrium geometry. Source: the Open Molecules 2025 dataset; level of theory: ωB97M-V with the def2-TZVPD basis set.

- highest occupied orbital energy (eV) = -8.77
- 2S+1 = 1
- total energy (hartree) = -5322.511846
- total charge = 0
- frontier orbital gap (hartree) = 0.32147
- SMILES string = [H]/N=C\C[C@@](Br)(O[C@](CCCCC)(B(O)CC)P(O)(O)=S)[C@@](O)(CNC)O[C@@](F)(CC(C)C)NCC.O=C1OC[C@@H](F)O1

Element x y z (Å)
H: 1.447 0.519 4.980
N: 1.178 -0.488 5.024
C: 0.350 -0.830 3.954
C: -0.043 0.358 2.899
C: 0.170 -0.018 1.313
Br: 0.845 1.638 0.354
O: 0.793 -1.257 0.995
C: 2.207 -1.395 0.940
C: 3.178 -0.480 1.855
C: 4.395 0.280 0.994
C: 5.203 1.186 2.146
C: 4.847 2.788 1.837
C: 5.887 3.494 0.780
B: 2.648 -1.472 -0.680
O: 1.804 -0.816 -1.740
C: 3.967 -2.288 -1.240
C: 4.444 -1.516 -2.645
P: 2.549 -3.226 1.546
O: 1.814 -3.571 3.089
O: 4.246 -3.583 1.695
S: 1.765 -4.540 0.281
C: -1.405 -0.137 0.712
O: -1.157 -0.774 -0.627
C: -2.328 -1.190 1.545
N: -1.875 -2.628 1.545
C: -3.032 -3.609 1.555
O: -1.831 1.244 0.659
C: -3.225 1.523 0.413
F: -3.261 2.993 0.036
C: -3.926 0.779 -0.873
C: -3.490 1.376 -2.344
C: -1.899 1.719 -2.516
C: -4.475 2.625 -2.862
N: -4.171 1.417 1.585
C: -4.211 2.627 2.472
C: -2.752 3.037 3.156
H: -0.048 -1.945 3.923
H: 0.661 1.301 3.104
H: -1.139 0.746 3.159
H: 3.766 -1.151 2.648
H: 2.682 0.377 2.474
H: 5.193 -0.465 0.574
H: 3.989 1.062 0.223
H: 4.779 0.951 3.211
H: 6.361 1.057 2.036
H: 3.761 2.924 1.374
H: 4.856 3.450 2.815
H: 5.588 4.638 0.612
H: 6.959 3.522 1.286
H: 5.911 3.014 -0.287
H: 1.446 -1.596 -2.273
H: 3.675 -3.378 -1.549
H: 4.875 -2.330 -0.504
H: 4.404 -0.352 -2.400
H: 3.734 -1.796 -3.541
H: 5.566 -1.829 -2.810
H: 2.269 -3.092 3.846
H: 4.824 -2.767 1.638
H: -1.854 -1.466 -0.818
H: -3.423 -1.191 1.069
H: -2.513 -0.896 2.687
H: -1.164 -2.841 2.279
H: -3.863 -3.183 2.285
H: -3.554 -3.686 0.491
H: -2.714 -4.721 1.824
H: -5.114 0.897 -0.834
H: -3.741 -0.385 -0.926
H: -3.718 0.496 -3.120
H: -1.804 2.381 -3.504
H: -1.439 2.384 -1.655
H: -1.234 0.755 -2.740
H: -4.873 2.387 -3.961
H: -5.357 2.695 -2.097
H: -3.816 3.605 -2.933
H: -5.107 1.036 1.336
H: -4.894 2.328 3.406
H: -4.774 3.570 2.004
H: -1.907 3.236 2.348
H: -2.909 4.087 3.702
H: -2.418 2.293 4.006
O: -3.694 1.068 -5.363
C: -3.072 0.033 -5.538
O: -3.121 -1.043 -4.695
C: -2.375 -2.071 -5.315
C: -1.468 -1.310 -6.221
F: -1.189 -2.023 -7.335
O: -2.238 -0.189 -6.592
H: -3.054 -2.736 -5.858
H: -1.825 -2.658 -4.574
H: -0.537 -0.977 -5.748

---

A structure of composition C27H30AsCsN3O3P. Source: the Open Molecules 2025 dataset; level of theory: ωB97M-V with the def2-TZVPD basis set.

- highest occupied orbital energy (eV) = -6.78
- 2S+1 = 1
- total energy (hartree) = -4034.022826
- energy above the lowest of the compared OMol25 structures with the same formula, charge and spin (eV) = 0.000
- total charge = 0
- frontier orbital gap (hartree) = 0.24731

Element x y z (Å)
Cs: 0.704 -0.729 -0.016
N: -1.305 1.132 1.876
C: -2.101 2.272 1.917
C: -2.506 2.816 3.138
C: -3.281 3.961 3.179
C: -3.683 4.581 2.004
C: -3.275 4.054 0.789
C: -2.470 2.918 0.722
P: -1.768 2.272 -0.834
C: -2.434 3.438 -2.082
C: -1.791 4.673 -2.204
C: -2.207 5.604 -3.142
C: -3.264 5.305 -3.993
C: -3.900 4.078 -3.893
C: -3.492 3.151 -2.940
C: -2.807 0.789 -1.128
C: -4.055 0.601 -0.534
C: -4.802 -0.534 -0.814
C: -4.312 -1.492 -1.691
C: -3.069 -1.318 -2.282
C: -2.316 -0.187 -1.997
H: -1.562 0.466 1.164
H: -1.098 0.675 2.752
H: -2.213 2.320 4.055
H: -3.584 4.363 4.137
H: -4.302 5.468 2.031
H: -3.578 4.544 -0.127
H: -0.959 4.906 -1.547
H: -1.706 6.561 -3.213
H: -3.588 6.027 -4.732
H: -4.725 3.840 -4.552
H: -4.005 2.201 -2.867
H: -4.440 1.348 0.149
H: -5.768 -0.672 -0.345
H: -4.895 -2.379 -1.903
H: -2.678 -2.071 -2.955
H: -1.333 -0.064 -2.443
O: 1.527 -0.716 2.637
N: 1.789 -1.943 2.708
N: 0.840 -2.738 2.316
O: -0.355 -2.363 1.933
C: 1.079 -4.142 2.478
C: 2.297 -4.635 2.942
C: 2.464 -6.002 3.081
C: 1.435 -6.881 2.765
C: 0.229 -6.378 2.305
C: 0.044 -5.010 2.159
H: 3.090 -3.948 3.194
H: 3.409 -6.385 3.447
H: 1.574 -7.948 2.881
H: -0.581 -7.053 2.061
H: -0.889 -4.590 1.816
C: 1.126 2.826 -3.557
As: 1.383 0.977 -4.007
C: 0.274 0.648 -5.542
C: 3.209 0.811 -4.586
O: 1.026 -0.011 -2.738
H: 1.534 3.482 -4.325
H: 1.620 3.008 -2.604
H: 0.058 3.011 -3.441
H: 0.527 1.339 -6.344
H: -0.764 0.794 -5.243
H: 0.414 -0.378 -5.875
H: 3.404 1.494 -5.412
H: 3.397 -0.214 -4.899
H: 3.854 1.054 -3.744

---

A cluster of 14 separate species, C3H33O14 in total in a non-equilibrium geometry. Source: the Open Molecules 2025 dataset; level of theory: ωB97M-V with the def2-TZVPD basis set.

- highest occupied orbital energy (eV) = -5.57
- 2S+1 = 1
- total energy (hartree) = -1187.494849
- energy above the lowest of the compared OMol25 structures with the same formula, charge and spin (eV) = 0.828
- total charge = -1
- frontier orbital gap (hartree) = 0.29561

Element x y z (Å)
C: 0.839 -1.517 -0.449
C: 1.097 -0.103 -1.031
C: -0.086 0.507 -1.883
O: 1.425 0.659 0.126
H: 1.706 -1.965 0.012
H: 0.303 -2.236 -1.070
H: 0.134 -1.402 0.379
H: 2.053 -0.099 -1.561
H: 0.144 1.345 -2.462
H: -0.964 0.852 -1.294
H: -0.506 -0.281 -2.476
O: -1.644 -3.665 0.448
H: -1.869 -3.154 1.200
H: -1.877 -3.038 -0.205
O: 3.173 -2.280 2.844
H: 3.640 -2.696 3.546
H: 2.446 -2.913 2.697
O: 1.262 -0.233 2.661
H: 1.945 -0.873 2.702
H: 1.177 -0.051 1.731
O: 0.778 -3.895 2.159
H: 0.691 -4.818 2.259
H: 0.207 -3.654 1.467
O: -2.800 0.508 0.870
H: -3.458 0.595 1.559
H: -2.016 0.828 1.385
O: 3.880 -0.535 0.948
H: 3.650 -1.360 1.372
H: 3.020 -0.295 0.525
O: -2.722 2.564 -3.954
H: -3.470 2.068 -4.230
H: -2.457 2.220 -3.130
O: -3.309 0.649 -1.920
H: -2.996 0.679 -1.034
H: -4.233 0.822 -1.695
O: -0.472 1.772 1.574
H: -0.737 2.695 1.405
H: 0.125 1.480 0.861
O: 2.422 2.907 -0.954
H: 2.207 1.998 -0.735
H: 2.072 3.068 -1.836
O: 2.510 2.283 2.014
H: 2.157 1.709 1.312
H: 2.391 3.184 1.709
O: -2.301 -1.901 -1.335
H: -1.426 -1.594 -1.136
H: -2.662 -1.116 -1.792
O: -2.159 3.385 -1.026
H: -1.799 4.170 -1.472
H: -1.479 2.730 -1.088

---

An isolated molecule of C38H36F6N2O3 in a non-equilibrium geometry. Source: the Open Molecules 2025 dataset; level of theory: ωB97M-V with the def2-TZVPD basis set.

- highest occupied orbital energy (eV) = -7.62
- 2S+1 = 1
- total energy (hartree) = -2404.082521
- energy above the lowest of the compared OMol25 structures with the same formula, charge and spin (eV) = 0.000
- total charge = 0
- frontier orbital gap (hartree) = 0.30190
- SMILES string = CCOC(=O)[C@@]1(C(c2ccc(N(CC(F)(F)F)c3ccccc3)cc2)c2ccc(N(CC(F)(F)F)c3ccccc3)cc2)CCCCC1=O

Element x y z (Å)
C: -1.692 2.787 3.418
C: -0.965 1.553 3.887
O: 0.154 1.426 2.977
C: 0.958 0.353 3.199
O: 0.891 -0.339 4.195
C: 1.946 0.177 2.043
C: 1.251 -0.502 0.874
C: -0.234 -0.689 1.129
C: -0.620 -1.834 1.833
C: -1.960 -2.153 1.975
C: -2.939 -1.272 1.480
N: -4.268 -1.613 1.596
C: -5.307 -0.587 1.510
C: -5.563 -0.090 2.901
F: -6.466 0.918 2.992
F: -4.377 0.355 3.459
F: -5.986 -1.120 3.708
C: -4.724 -2.951 1.627
C: -5.448 -3.434 0.520
C: -6.085 -4.668 0.595
C: -6.045 -5.408 1.783
C: -5.334 -4.924 2.886
C: -4.641 -3.717 2.804
C: -2.538 -0.066 0.860
C: -1.192 0.214 0.678
C: 1.664 -0.053 -0.517
C: 3.020 0.228 -0.749
C: 3.421 0.826 -1.932
C: 2.535 0.884 -3.032
N: 2.942 1.356 -4.261
C: 4.160 2.164 -4.384
C: 3.807 3.598 -4.107
F: 4.857 4.461 -4.145
F: 2.877 4.020 -5.035
F: 3.198 3.723 -2.881
C: 2.306 0.996 -5.471
C: 0.999 1.438 -5.762
C: 0.460 1.230 -7.031
C: 1.200 0.550 -8.004
C: 2.485 0.074 -7.706
C: 3.052 0.316 -6.455
C: 1.227 0.389 -2.860
C: 0.805 -0.092 -1.626
C: 2.503 1.606 1.818
C: 4.005 1.744 2.044
C: 4.461 1.069 3.339
C: 4.104 -0.403 3.452
C: 2.895 -0.877 2.649
O: 2.698 -2.078 2.533
H: -2.708 2.828 3.816
H: -1.155 3.676 3.773
H: -1.746 2.834 2.325
H: -0.588 1.662 4.915
H: -1.594 0.653 3.831
H: 1.610 -1.541 0.893
H: 0.155 -2.486 2.230
H: -2.251 -3.069 2.478
H: -6.214 -1.063 1.131
H: -4.990 0.258 0.899
H: -5.497 -2.811 -0.379
H: -6.616 -5.041 -0.281
H: -6.574 -6.361 1.846
H: -5.311 -5.488 3.819
H: -4.069 -3.325 3.650
H: -3.279 0.624 0.459
H: -0.889 1.126 0.157
H: 3.780 -0.023 -0.005
H: 4.435 1.203 -2.012
H: 4.933 1.824 -3.694
H: 4.485 2.118 -5.424
H: 0.431 1.962 -4.989
H: -0.542 1.607 -7.250
H: 0.788 0.408 -9.006
H: 3.059 -0.480 -8.451
H: 4.064 -0.020 -6.210
H: 0.530 0.384 -3.694
H: -0.199 -0.511 -1.549
H: 2.241 1.963 0.819
H: 1.993 2.296 2.503
H: 4.252 2.816 2.102
H: 4.565 1.330 1.193
H: 4.004 1.579 4.194
H: 5.548 1.190 3.439
H: 3.896 -0.667 4.501
H: 4.954 -1.042 3.165

---

A structure of composition C20H20InN2O2S. Source: the Open Molecules 2025 dataset; level of theory: ωB97M-V with the def2-TZVPD basis set.

- highest occupied orbital energy (eV) = -11.83
- 2S+1 = 1
- total energy (hartree) = -1622.309170
- total charge = +1
- frontier orbital gap (hartree) = 0.30821

Element x y z (Å)
In: -0.695 -1.192 -0.112
S: -0.653 -2.557 -2.097
C: -2.305 -2.837 -1.583
C: -3.182 -3.702 -2.216
C: -4.457 -3.841 -1.697
C: -4.833 -3.123 -0.570
C: -3.915 -2.278 0.005
N: -2.678 -2.137 -0.495
H: -2.863 -4.250 -3.091
H: -5.161 -4.512 -2.172
H: -5.819 -3.220 -0.141
H: -4.146 -1.700 0.890
C: -0.961 3.732 -0.600
C: -1.368 3.126 0.579
C: -1.271 1.757 0.689
N: -0.815 0.996 -0.320
C: -0.419 1.580 -1.465
C: -0.473 2.946 -1.635
H: -1.024 4.806 -0.713
H: -1.749 3.702 1.411
H: -1.561 1.247 1.596
H: -0.061 0.924 -2.248
H: -0.141 3.381 -2.568
C: 3.683 2.258 -1.281
C: 2.978 1.341 -0.316
C: 2.952 -0.030 -0.513
C: 2.302 -0.885 0.377
C: 2.387 -2.383 0.161
C: 1.656 -0.335 1.484
C: 1.726 1.042 1.753
C: 1.120 1.638 3.000
C: 2.370 1.856 0.833
C: 0.830 -1.204 2.387
O: 1.091 -1.420 3.533
O: -0.242 -1.726 1.770
H: 4.011 1.726 -2.173
H: 4.563 2.707 -0.816
H: 3.031 3.077 -1.589
H: 3.475 -0.456 -1.364
H: 3.421 -2.659 -0.047
H: 1.812 -2.722 -0.702
H: 2.061 -2.952 1.029
H: 0.099 1.291 3.178
H: 1.116 2.726 2.946
H: 1.688 1.336 3.881
H: 2.417 2.924 1.021